# 1
# C3H9ClN2

A cluster of 2 separate species, C3H9ClN2 in total in a non-equilibrium geometry (ωB97M-V/def2-TZVPD, OMol25).

Geometry as XYZ:
```
15
Properties=species:S:1:pos:R:3
C 2.3107 -0.7125 0.1187
N 2.5325 0.5176 0.0105
Cl 3.2061 1.0780 -1.4360
H 2.7189 -1.5770 -0.4616
H 1.8472 -1.0581 1.0290
C -0.9681 0.9056 -0.9739
N -0.8839 -0.2722 -0.0850
C -1.6740 -0.1655 1.0496
H -1.7081 1.5188 -0.4417
H 0.1916 1.1321 -0.9546
H -1.2909 0.6249 -1.9338
H -0.4122 -1.2914 -0.3188
H -2.0240 0.8163 1.3768
H -2.6380 -0.7917 1.0613
H -1.2080 -0.7249 1.9595
```

Summary:
LUMO energy (eV): 0.70
Total charge: 0
Largest force on an atom (eV Å⁻¹): 5.55
Spin multiplicity: 1
SMILES: C=NCl.CNC
Frontier orbital gap (eV): 8.461

# 2
# C3H9ClN3

The ion C3H9ClN3 with charge +1 in a non-equilibrium geometry (ωB97M-V/def2-TZVPD, OMol25).

Geometry as XYZ:
```
16
Properties=species:S:1:pos:R:3
H -1.7029 0.7421 1.5600
N -1.3496 -0.2033 1.5033
C -0.5364 -0.5681 0.6415
C 0.0112 -1.9445 0.6205
N -0.0801 0.2865 -0.4541
C 1.2850 0.2230 -0.9158
N -0.6846 1.4554 -0.5978
Cl -0.1542 2.8924 0.7431
H -0.0557 -2.3842 -0.3714
H 1.0503 -1.9527 0.9445
H -0.5609 -2.5459 1.3215
H 1.5769 -0.8120 -1.0691
H 1.3804 0.7528 -1.8631
H 1.9621 0.6756 -0.1868
H -0.4441 1.9599 -1.4573
H -1.6973 1.4228 -0.4190
```

Summary:
LUMO energy (spin up / spin down) (eV): -6.57 / -6.57
Total charge: +1
Largest force on an atom (eV Å⁻¹): 1.28
Spin multiplicity: 1
SMILES: [H]/N=C(/C)N(C)[NH2+]Cl
Frontier orbital gap (spin up / spin down) (eV): 8.293 / 8.294

# 3
# C3H9ClNO2PS2

A cluster of 2 separate species, C3H9ClNO2PS2 in total in a non-equilibrium geometry (ωB97M-V/def2-TZVPD, OMol25).

Geometry as XYZ:
```
19
Properties=species:S:1:pos:R:3
C -0.0978 -2.3688 0.1141
C -1.5739 -0.3411 0.5612
C -0.1925 -0.8931 0.4786
N 0.6892 -0.1468 -0.3510
O 0.1351 2.7726 -0.6152
O 0.4939 1.6083 1.6030
P 0.9181 1.4714 0.0630
S 2.8423 1.6733 -0.0681
S 0.0594 0.4403 -2.7666
Cl 1.9901 0.4947 -3.2372
H -0.9083 -2.8803 0.6234
H -0.1937 -2.4566 -0.8826
H 0.8632 -2.8148 0.5118
H -1.6130 0.7533 0.5553
H -1.9590 -0.5612 1.5415
H -2.3545 -0.8242 -0.1705
H 0.3749 -0.9318 1.4874
H -0.1403 2.5684 -1.4953
H 0.6669 2.4364 2.0469
```

Summary:
LUMO energy (spin up / spin down) (eV): -2.80 / -2.80
Total charge: 0
Largest force on an atom (eV Å⁻¹): 3.88
Spin multiplicity: 1
Frontier orbital gap (spin up / spin down) (eV): 5.529 / 5.530

# 4
# C3H9ClNP

A cluster of 2 separate species, C3H9ClNP in total in a non-equilibrium geometry (ωB97M-V/def2-TZVPD, OMol25).

Geometry as XYZ:
```
15
Properties=species:S:1:pos:R:3
C 1.7768 -0.1381 -1.3680
C 0.4721 1.2095 0.4240
C -1.3961 -1.1776 0.8769
N 0.7427 -0.0498 -0.2751
P -0.1114 -1.4046 -0.3001
Cl -3.3100 0.9483 -0.1191
H 1.7011 0.7134 -1.9001
H 2.7206 -0.2874 -0.7484
H 1.6436 -1.1809 -1.7670
H 0.9667 1.3043 1.4125
H 0.8786 2.1396 -0.2299
H -0.6488 1.4424 0.5079
H -2.0170 -2.1651 1.0495
H -2.2629 -0.4275 0.5240
H -1.1560 -0.9265 1.9129
```

Summary:
LUMO energy (eV): -1.65
Total charge: 0
Largest force on an atom (eV Å⁻¹): 6.46
Spin multiplicity: 1
Frontier orbital gap (eV): 6.410

# 5
# C3H9ClO4PY

A structure of composition C3H9ClO4PY in a non-equilibrium geometry (ωB97M-V/def2-TZVPD, OMol25).

Geometry as XYZ:
```
19
Properties=species:S:1:pos:R:3
Y -1.3859 -0.6598 -2.2915
Cl -1.6282 -2.8536 -3.7337
C 0.9266 2.4238 1.0600
O 1.4937 1.1610 0.6011
P 0.2442 0.2543 0.1768
O -0.2593 0.8056 -1.2434
O 1.0676 -1.1611 -0.0354
C 1.7263 -1.8228 -1.0988
O -0.7173 0.0300 1.4117
C -2.1591 -0.1620 1.4439
H 0.7859 3.1053 0.1885
H 1.6988 2.9743 1.6785
H -0.0712 2.2968 1.4337
H 1.1416 -2.3685 -1.8419
H 2.3821 -2.4635 -0.4612
H 2.3005 -1.1109 -1.6552
H -2.4084 -1.1727 1.8701
H -2.5075 0.0923 0.4107
H -2.6303 0.6315 2.0863
```

Summary:
LUMO energy (eV): -10.59
Total charge: +2
Largest force on an atom (eV Å⁻¹): 5.51
Spin multiplicity: 1
Frontier orbital gap (eV): 7.876

# 6
# C3H9ClOSi

A cluster of 2 separate species, C3H9ClOSi in total in a non-equilibrium geometry (ωB97M-V/def2-TZVPD, OMol25).

Geometry as XYZ:
```
15
Properties=species:S:1:pos:R:3
C 2.4666 1.3560 0.3640
C 0.3757 -2.2485 0.1547
C -3.9546 0.9766 -0.1594
O 1.7405 0.1713 0.4780
Si 0.4442 -0.4255 -0.2824
Cl -2.5664 -0.0530 0.0753
H 3.4990 1.1133 0.1039
H 2.4514 1.8793 1.3203
H 2.0541 2.0128 -0.4051
H -0.4474 -2.7189 -0.3744
H 1.2974 -2.7527 -0.1325
H 0.2263 -2.4074 1.2182
H -3.8972 1.8329 0.5084
H -4.0546 1.2521 -1.2011
H 0.3650 0.0117 -1.6679
```

Summary:
LUMO energy (spin up / spin down) (eV): 0.35 / -0.41
Total charge: 0
Largest force on an atom (eV Å⁻¹): 1.40
Spin multiplicity: 1
Frontier orbital gap (spin up / spin down) (eV): 9.102 / 5.904

# 7
# C3H9F2KNO8PS2

A structure of composition C3H9F2KNO8PS2 in a non-equilibrium geometry (ωB97M-V/def2-TZVPD, OMol25).

Geometry as XYZ:
```
27
Properties=species:S:1:pos:R:3
K 3.3135 0.4524 0.7101
N 2.9994 -1.3456 -1.3566
S 2.2177 -0.9368 -2.5422
O 0.8903 -0.4510 -2.3156
O 2.5792 -1.4862 -3.8364
F 2.9533 0.5278 -2.6449
S 2.3082 -2.8267 -1.3559
O 2.8123 -3.8409 -2.2263
O 0.9016 -2.9437 -1.0403
F 2.9535 -3.3560 0.0102
C -2.5874 1.5954 3.1160
O -1.2179 1.4936 2.7658
P -0.7451 1.1453 1.2355
O 0.6609 0.8898 1.0472
O -1.3576 2.3692 0.3614
C -0.9666 2.5332 -0.9546
O -1.7675 -0.0580 0.8559
C -1.1955 -1.3479 0.6780
H -3.3269 1.1486 2.4515
H -2.8560 2.6481 3.2049
H -2.6113 1.1113 4.0923
H -0.6707 3.5351 -1.2655
H -1.8855 2.4400 -1.5335
H -0.1258 1.9402 -1.3146
H -1.6185 -2.0339 1.4118
H -0.1070 -1.4017 0.6930
H -1.5508 -1.8016 -0.2472
```

Summary:
LUMO energy (spin up / spin down) (eV): -5.45 / -9.99
Total charge: +1
Largest force on an atom (eV Å⁻¹): 13.20
Spin multiplicity: 2
Frontier orbital gap (spin up / spin down) (eV): 8.235 / 3.695

# 8
# C3H9FN2

A cluster of 2 separate species, C3H9FN2 in total in a non-equilibrium geometry (ωB97M-V/def2-TZVPD, OMol25).

Geometry as XYZ:
```
15
Properties=species:S:1:pos:R:3
C 1.4538 0.5418 1.5276
C 1.6483 0.8012 0.0299
C -1.0346 -0.7097 -0.3595
N -2.8118 -0.4159 -1.9717
N -2.0301 -1.0361 -1.1853
F -0.5112 -1.9216 0.2268
H 1.5882 -0.5682 1.6146
H 0.3975 0.6546 1.8866
H 2.1241 1.2612 2.0388
H 1.4476 -0.0432 -0.7130
H 1.0743 1.7039 -0.2929
H -0.9329 0.1721 0.1805
H 2.7072 1.0782 -0.0255
H -3.1796 0.5151 -1.5951
H -1.9407 -2.0333 -1.3616
```

Summary:
LUMO energy (eV): 0.73
Total charge: 0
Largest force on an atom (eV Å⁻¹): 3.99
Spin multiplicity: 1
Frontier orbital gap (eV): 8.937

# 9
# C3H9I3Si2

A cluster of 2 separate species, C3H9I3Si2 in total in a non-equilibrium geometry (ωB97M-V/def2-TZVPD, OMol25).

Geometry as XYZ:
```
17
Properties=species:S:1:pos:R:3
C -0.7710 -1.2464 1.2485
C -0.9696 1.7850 0.3797
C -0.6283 -0.4460 -1.8409
Si -0.2845 0.0565 -0.0443
Si 2.0534 0.4200 0.1162
I 3.2028 1.9792 -1.4379
I 3.0357 0.8186 2.3607
I 2.4759 -3.5619 -0.1029
H 0.0787 -1.6015 1.8248
H -1.4988 -0.8463 1.9499
H -1.2137 -2.1195 0.7744
H -2.0439 1.8255 0.2252
H -0.7837 2.0435 1.4204
H -0.5260 2.5634 -0.2366
H -0.0934 -1.3538 -2.1071
H -1.6892 -0.6452 -1.9827
H -0.3443 0.3289 -2.5475
```

Summary:
LUMO energy (spin up / spin down) (eV): -2.71 / -2.71
Total charge: 0
Largest force on an atom (eV Å⁻¹): 1.38
Spin multiplicity: 1
Frontier orbital gap (spin up / spin down) (eV): 5.183 / 5.185

# 10
# C3H9IN

A cluster of 2 separate species, C3H9IN in total in a non-equilibrium geometry (ωB97M-V/def2-TZVPD, OMol25).

Geometry as XYZ:
```
14
Properties=species:S:1:pos:R:3
C 0.9245 -2.2955 0.0768
C -1.0672 2.2258 0.1428
C 1.5186 -1.0796 -0.6338
N -1.1368 0.7923 0.1720
I 2.4563 0.4123 0.3117
H 1.1039 -2.0534 1.1530
H -0.1501 -2.3367 -0.0857
H 1.2322 -3.1983 -0.2763
H -0.2444 2.4278 0.7633
H -0.8937 2.3713 -0.9314
H -1.8976 2.8731 0.2450
H 1.3865 -0.9945 -1.7693
H -1.3395 0.4646 1.1653
H -1.8926 0.3908 -0.3335
```

Summary:
LUMO energy (spin up / spin down) (eV): -6.98 / -6.98
Total charge: +1
Largest force on an atom (eV Å⁻¹): 5.37
Spin multiplicity: 1
Frontier orbital gap (spin up / spin down) (eV): 6.185 / 6.184

# 11
# C3H9IN2

The molecule C3H9IN2 in a non-equilibrium geometry (ωB97M-V/def2-TZVPD, OMol25).

Geometry as XYZ:
```
15
Properties=species:S:1:pos:R:3
C -0.2784 1.6703 0.7925
N -0.2373 0.3105 0.1671
C -0.8778 0.2705 -1.1398
N 0.7528 -0.4464 0.6246
C 0.4693 -1.8333 0.4386
I 2.8126 0.0291 -0.1141
H 0.2946 1.4987 1.6152
H 0.1330 2.3162 -0.0067
H -1.3993 1.9292 1.0976
H -0.1548 0.7589 -1.8206
H -1.0729 -0.7918 -1.6201
H -1.7853 0.7423 -1.1887
H 1.4800 -2.2403 0.6400
H -0.2199 -2.0241 1.1413
H 0.0832 -2.1898 -0.6269
```

Summary:
LUMO energy (eV): 0.07
Total charge: 0
Largest force on an atom (eV Å⁻¹): 5.34
Spin multiplicity: 1
SMILES: CN(C)N(C)I
Frontier orbital gap (eV): 8.074

# 12
# C3H9IN2

A cluster of 2 separate species, C3H9IN2 in total in a non-equilibrium geometry (ωB97M-V/def2-TZVPD, OMol25).

Geometry as XYZ:
```
15
Properties=species:S:1:pos:R:3
C 1.9465 -0.4178 -0.1366
C -0.2209 1.4957 -0.3836
C -2.0479 -1.2800 0.1194
N 1.1048 0.0767 0.9308
N 0.0218 0.8023 0.8341
I -3.6955 -0.0458 -0.2050
H 1.4585 -1.2335 -0.6833
H 2.1806 0.3846 -0.8349
H 2.8709 -0.7874 0.3002
H 0.3162 2.4506 -0.3811
H 0.0599 0.9426 -1.2865
H -1.2875 1.7187 -0.4161
H -2.0669 -1.7790 1.0751
H -1.7852 -1.8843 -0.7303
H 1.1446 -0.4434 1.7978
```

Summary:
LUMO energy (spin up / spin down) (eV): 0.56 / -0.19
Total charge: 0
Largest force on an atom (eV Å⁻¹): 1.54
Spin multiplicity: 1
Frontier orbital gap (spin up / spin down) (eV): 8.757 / 6.517

# 13
# C3H9IN2S

A cluster of 3 separate species, C3H9IN2S in total in a non-equilibrium geometry (ωB97M-V/def2-TZVPD, OMol25).

Geometry as XYZ:
```
16
Properties=species:S:1:pos:R:3
H -0.9545 2.1565 0.9090
N -0.3328 1.3422 0.6423
N -0.8007 0.6286 -0.2170
C -2.0720 0.9355 -0.7737
H -2.3102 1.8868 -0.2510
H -1.8596 0.9439 -1.8606
H -2.7473 0.1213 -0.5733
C 0.1439 -2.1321 0.1729
C 1.1045 -0.9730 0.3798
S 1.7648 -0.8477 1.8883
H 0.6846 -2.9284 -0.4644
H -0.6902 -1.7069 -0.3716
H -0.3149 -2.4971 1.1121
H 1.1008 -0.0755 -0.3321
I 3.8794 1.7491 -0.8460
H 3.4041 1.3968 0.5855
```

Summary:
LUMO energy (spin up / spin down) (eV): 0.17 / 0.17
Total charge: 0
Largest force on an atom (eV Å⁻¹): 2.35
Spin multiplicity: 1
SMILES: [H]/N=N\C.CC=S.I
Frontier orbital gap (spin up / spin down) (eV): 8.279 / 8.279

# 14
# C3H9INO2

A cluster of 2 separate species, C3H9INO2 in total in a non-equilibrium geometry (ωB97M-V/def2-TZVPD, OMol25).

Geometry as XYZ:
```
16
Properties=species:S:1:pos:R:3
C -1.5308 1.1290 0.3954
C 0.5513 0.6703 -0.7314
C 0.2718 -2.0312 -0.2737
N -0.1038 1.5116 0.2825
O 1.5770 -2.2694 -0.4109
O -0.2540 -2.1063 0.8924
I 2.6200 0.6465 -0.3293
H -2.1909 1.7070 -0.2711
H -1.6358 0.0123 0.3265
H -1.8262 1.4571 1.3675
H 0.2960 0.9643 -1.6604
H -0.3340 -1.4294 -1.0964
H -0.3703 2.5090 0.0844
H 0.4313 1.4902 1.1549
H 1.9003 -1.9410 -1.2350
H 0.5981 -2.3200 1.5047
```

Summary:
LUMO energy (eV): -4.01
Total charge: +1
Largest force on an atom (eV Å⁻¹): 4.14
Spin multiplicity: 1
Frontier orbital gap (eV): 7.478

# 15
# C3H9INS

A cluster of 2 separate species, C3H9INS in total in a non-equilibrium geometry (ωB97M-V/def2-TZVPD, OMol25).

Geometry as XYZ:
```
15
Properties=species:S:1:pos:R:3
C -0.0429 -0.2353 0.9999
C -2.0271 0.6106 -0.3980
C -0.8482 -0.2873 -0.2693
N -0.7897 1.0270 -1.0636
S -0.7375 -1.8413 -1.2939
I 4.1323 -0.1762 0.5978
H 1.0492 -0.5607 0.9212
H -0.5268 -0.8589 1.7240
H 0.1752 0.6981 1.4157
H -2.8892 0.3692 -1.0291
H -2.4098 1.2164 0.5691
H -0.6618 0.7386 -2.0373
H 5.5210 -0.2145 1.3054
H -0.2984 1.8198 -0.7312
H 0.3537 -2.3057 -0.7108
```

Summary:
LUMO energy (eV): -3.32
Total charge: +1
Largest force on an atom (eV Å⁻¹): 3.10
Spin multiplicity: 1
Frontier orbital gap (eV): 9.577

# 16
# C3H9ISi

A cluster of 2 separate species, C3H9ISi in total in a non-equilibrium geometry (ωB97M-V/def2-TZVPD, OMol25).

Geometry as XYZ:
```
14
Properties=species:S:1:pos:R:3
C -1.6723 -0.5515 0.1077
C 1.5131 -0.8150 0.9690
C 0.6418 2.2224 -1.7982
Si -0.0928 0.1560 0.7738
I 2.3929 3.3360 -1.2652
H -2.2950 0.1888 -0.4815
H -1.6899 -1.4997 -0.6032
H -2.3677 -0.9124 0.8305
H 1.7967 -0.8119 2.0440
H 1.3694 -1.7410 0.6357
H 2.2560 -0.3100 0.5133
H 0.9575 1.1738 -2.1330
H 0.0303 2.6663 -2.6937
H -0.5362 1.0748 1.7476
```

Summary:
LUMO energy (spin up / spin down) (eV): -0.09 / -0.68
Total charge: 0
Largest force on an atom (eV Å⁻¹): 5.29
Spin multiplicity: 1
Frontier orbital gap (spin up / spin down) (eV): 8.018 / 6.084